1.
Below is a gas-phase ion, C4H12N3 (charge +1), with properties calculated with ωB97M-V/def2-TZVPD.

Summary:
- SMILES: CCCNC(N)=[NH2+]
- HOMO-LUMO gap: 11.79 eV
- Maximum force: 2.5 eV Å⁻¹
- M: 102.16 g mol⁻¹
- LUMO level: -3.257 eV
- Total energy: -8806.926 eV

Structure (ORCA input):
```
! RIJCOSX wB97M-V def2-TZVPD def2/J DEFGRID3
* xyz 1 1
N 0.37 -1.26 1.17
N 0.62 -2.76 -0.50
N 0.21 -0.58 -1.12
C 0.31 -1.49 -0.15
C -0.48 1.72 -0.34
C 0.64 0.82 -0.83
C -1.25 1.64 1.03
H -0.04 2.72 -0.26
H 0.66 -0.96 -1.95
H -1.50 2.68 1.18
H -0.56 1.37 1.83
H 0.83 -2.98 -1.46
H -0.14 -1.93 1.74
H 1.11 1.23 -1.73
H 1.47 0.85 -0.12
H 0.09 -0.35 1.51
H -2.03 0.90 0.93
H 0.91 -3.40 0.22
H -1.22 1.78 -1.15
*
```

2.
Below is a molecular structure, C22H30F5N2OP2RhS, with properties calculated with ωB97M-V/def2-TZVPD.

Summary:
- HOMO-LUMO gap (spin up / spin down): 8.66 / 5.07 eV
- Maximum force: 0.4 eV Å⁻¹
- M: 630.41 g mol⁻¹
- LUMO level (spin up / spin down): -5.244 / -8.926 eV
- Total energy: -74321.815 eV

Structure (ORCA input):
```
! RIJCOSX wB97M-V def2-TZVPD def2/J DEFGRID3
* xyz 2 5
Rh -1.01 -0.38 1.32
S -2.33 0.97 2.84
P 1.10 -0.22 2.49
P -1.28 -2.54 2.38
F -2.85 1.62 -0.09
F -4.35 2.41 4.33
F -4.79 3.21 -1.01
F -6.49 4.39 0.72
F -6.29 4.01 3.37
O 3.00 -1.03 -1.96
N -0.80 -0.49 -0.81
N 2.82 0.20 -3.86
C -5.44 3.42 2.55
C -3.54 1.95 2.16
C 2.32 2.51 -4.65
C -1.24 -4.08 1.41
C 0.44 -0.30 -1.26
C -1.75 -0.92 -1.67
C 0.82 -0.53 -2.57
C 0.19 -2.68 3.48
C -2.72 -2.70 3.48
C 2.06 1.01 -4.81
C -4.45 2.60 3.04
C 2.58 -0.95 1.73
C -3.69 2.19 0.77
C 2.32 -0.46 -2.81
C 1.66 1.34 3.22
C -1.45 -1.18 -2.99
C 5.05 1.00 -3.02
C 0.74 -1.31 3.92
C -4.67 3.00 0.28
C -0.15 -1.00 -3.45
C 4.28 0.16 -4.03
C -5.55 3.62 1.18
H 4.49 0.52 -5.04
H -3.62 -2.79 2.88
H 2.04 2.84 -3.65
H 1.66 -1.43 4.50
H -0.08 -3.28 4.35
H 2.45 1.14 3.94
H -1.02 -4.91 2.08
H 4.92 0.61 -2.01
H 1.00 0.82 -4.68
H -0.48 -4.02 0.64
H 0.83 1.83 3.73
H -2.61 -3.59 4.10
H 3.37 2.75 -4.82
H -2.23 -1.53 -3.65
H 6.12 0.97 -3.26
H 2.03 2.01 2.45
H 1.18 0.03 -0.55
H 1.73 3.06 -5.38
H 4.61 -0.88 -3.97
H 0.03 -0.79 4.57
H 3.36 -1.02 2.48
H -2.21 -4.25 0.94
H 2.34 0.70 -5.82
H 4.73 2.04 -3.04
H 0.95 -3.23 2.93
H -2.74 -1.07 -1.28
H -2.81 -1.83 4.12
H 2.36 -1.94 1.33
H 0.10 -1.25 -4.47
H 2.94 -0.34 0.90
*
```

3.
Below is C6H12OS in the gas phase, with properties calculated with ωB97M-V/def2-TZVPD.

Summary:
- HOMO-LUMO gap (spin up / spin down): 7.21 / 8.91 eV
- Maximum force: 5.9 eV Å⁻¹
- M: 132.23 g mol⁻¹
- LUMO level (spin up / spin down): -0.782 / 0.135 eV
- Total energy: -19295.217 eV

Structure (ORCA input):
```
! RIJCOSX wB97M-V def2-TZVPD def2/J DEFGRID3
* xyz 0 1
S -2.71 -0.35 0.00
O -2.76 1.16 0.08
C -0.68 -0.89 -0.10
C 0.03 0.99 1.28
C 1.64 -0.06 -0.19
C -0.47 -2.36 0.10
C 0.26 0.29 -0.08
C -0.07 1.31 -1.24
H -1.28 -2.87 -0.15
H 0.37 2.29 -0.90
H -1.18 1.48 -1.22
H 0.41 -2.71 -0.50
H 2.02 -0.84 0.48
H 0.55 1.92 1.46
H 0.06 -2.56 0.99
H 0.39 0.94 -2.18
H 1.96 -0.44 -1.14
H 2.34 0.91 -0.06
H -1.05 1.47 1.32
H 0.15 0.33 2.07
*
```

4.
Below is a gas-phase ion, C11H10BrFNS (charge +1), with properties calculated with ωB97M-V/def2-TZVPD.

Summary:
- SMILES: C[C@@H](F)[n+]1ccc2ccc(S)c(Br)c2c1
- HOMO-LUMO gap: 7.54 eV
- Maximum force: 0.9 eV Å⁻¹
- M: 287.18 g mol⁻¹
- LUMO level: -4.744 eV
- Total energy: -96648.452 eV

Structure (ORCA input):
```
! RIJCOSX wB97M-V def2-TZVPD def2/J DEFGRID3
* xyz 1 1
Br -1.23 -2.72 -1.37
S -4.38 -1.97 -0.64
F 3.12 0.44 -1.77
N 1.52 0.53 -0.14
C 3.41 -1.10 0.02
C 1.19 1.72 0.45
C -1.13 1.08 0.41
C 2.96 0.27 -0.44
C -3.07 -0.86 -0.24
C -0.11 2.00 0.73
C -2.48 1.32 0.68
C -1.74 -1.11 -0.54
C -3.40 0.37 0.36
C -0.75 -0.14 -0.20
C 0.61 -0.36 -0.46
H 2.96 -1.30 0.99
H 4.48 -1.13 0.14
H -4.44 0.57 0.57
H -0.35 2.94 1.19
H 0.89 -1.28 -0.95
H -2.77 2.25 1.14
H 1.99 2.40 0.67
H 3.07 -1.87 -0.67
H -3.87 -3.06 -0.04
H 3.52 1.02 0.11
*
```

5.
Below is 2 unconnected molecules or ions with the total composition C2H9N3, with properties calculated with ωB97M-V/def2-TZVPD.

Summary:
- SMILES: [H]/N=C/N.CN
- HOMO-LUMO gap: 9.03 eV
- Maximum force: 1.7 eV Å⁻¹
- M: 75.11 g mol⁻¹
- LUMO level: 0.847 eV
- Total energy: -6688.091 eV

Structure (ORCA input):
```
! RIJCOSX wB97M-V def2-TZVPD def2/J DEFGRID3
* xyz 0 1
N -2.71 -0.81 -0.10
N -0.89 -1.96 0.85
N 1.40 1.41 -0.02
C 2.58 0.96 -0.79
C -1.96 -1.26 0.93
H 0.85 0.63 0.31
H -0.09 -1.34 0.97
H 0.75 1.98 -0.54
H -3.48 -0.21 0.16
H -2.84 -1.35 -0.94
H 2.38 0.14 -1.48
H 2.98 1.83 -1.30
H -2.30 -0.88 1.93
H 3.32 0.84 0.01
*
```

6.
Below is a molecular structure, C51H48IrN5P2S2, with properties calculated with ωB97M-V/def2-TZVPD.

Summary:
- HOMO-LUMO gap (spin up / spin down): 7.80 / 5.43 eV
- Maximum force: 0.6 eV Å⁻¹
- M: 1049.28 g mol⁻¹
- LUMO level (spin up / spin down): -1.958 / -4.287 eV
- Total energy: -104202.092 eV

Structure (ORCA input):
```
! RIJCOSX wB97M-V def2-TZVPD def2/J DEFGRID3
* xyz 1 2
Ir -0.60 -0.99 -0.01
S -1.29 -1.21 2.09
S -0.56 -3.38 -0.12
P 1.61 -1.25 0.58
P -0.66 2.48 -0.15
N 1.16 0.40 2.90
N -2.80 -1.10 -0.48
N 2.46 0.16 1.01
N -0.70 0.96 -0.38
N -0.39 -1.22 -2.27
C -2.83 -2.02 1.77
C 1.81 1.79 4.73
C 0.16 -4.93 -2.23
C 3.38 -0.88 -1.58
C -2.80 -1.67 -1.85
C 1.79 -4.12 3.58
C 0.01 4.06 2.09
C -0.81 3.07 1.56
C -3.56 0.18 -0.48
C 3.47 -2.39 2.23
C 3.98 -3.21 3.21
C -0.04 -2.58 -2.70
C 0.95 0.89 4.12
C -1.27 4.05 4.13
C 2.91 2.22 4.01
C -3.44 -2.76 2.78
C 1.90 2.67 -1.21
C -3.42 -1.96 0.52
C 0.75 3.38 -0.87
C 2.99 3.31 -1.77
C 4.20 -1.33 -2.60
C -2.04 3.31 -1.01
C 0.47 -0.21 -2.94
C -0.12 -3.63 -1.80
C -1.84 2.56 2.34
C 2.10 -2.41 1.91
C -0.22 4.55 3.37
C -3.92 4.82 -1.13
C 3.14 -4.08 3.90
C 2.83 -3.16 -1.02
C -3.21 3.64 -3.10
C -4.63 -3.42 2.54
C 2.23 0.80 2.23
C 0.52 -5.16 -3.55
C -4.08 4.53 -2.48
C 3.64 -3.60 -2.06
C 1.80 5.40 -1.67
C -1.79 -0.92 -2.69
C 0.71 4.75 -1.12
C -2.90 4.22 -0.40
C -2.07 3.04 3.61
C -4.62 -2.61 0.27
C 1.28 -3.29 2.59
C 2.94 4.68 -2.00
C 4.32 -2.69 -2.85
C 3.14 1.73 2.74
C 0.61 -4.11 -4.45
C 2.68 -1.79 -0.78
C -2.20 3.04 -2.37
C -5.22 -3.35 1.28
C 0.32 -2.82 -4.02
H -1.93 0.15 -2.56
H -2.96 -2.83 3.76
H -4.87 5.01 -3.04
H 3.43 0.21 0.72
H -1.51 2.36 -2.87
H 3.88 2.75 -2.03
H 0.11 -5.74 -1.52
H 0.15 -0.07 -3.97
H 4.74 -0.62 -3.21
H -4.58 5.52 -0.64
H -5.09 -4.00 3.32
H 1.13 -4.79 4.11
H -2.55 -2.73 -1.78
H 0.23 -3.35 2.36
H 3.73 -4.67 -2.24
H -1.91 -1.16 -3.75
H 3.79 5.19 -2.44
H 1.91 1.61 -1.01
H 0.06 0.53 4.63
H -2.48 1.78 1.93
H -1.45 4.44 5.12
H -2.88 2.64 4.21
H -4.55 0.01 -0.93
H -3.02 0.95 -1.02
H 3.54 -4.72 4.67
H 5.04 -3.18 3.44
H -5.08 -2.55 -0.70
H 4.15 -1.74 1.69
H 0.38 -2.01 -4.73
H 1.76 6.46 -1.86
H 2.31 -3.87 -0.40
H -6.14 -3.87 1.09
H 4.96 -3.04 -3.66
H 0.89 -4.29 -5.47
H -3.79 -1.59 -2.31
H -3.32 3.43 -4.15
H -2.79 4.46 0.65
H 1.61 2.14 5.73
H -3.70 0.49 0.55
H 0.74 -6.17 -3.87
H 0.42 5.33 3.77
H 3.99 2.04 2.15
H 3.29 0.18 -1.41
H 0.37 0.73 -2.40
H 3.61 2.93 4.44
H -0.19 5.32 -0.88
H 0.83 4.46 1.51
H 1.50 -0.55 -2.93
*
```

7.
Below is a molecular structure, C17H15BrMoN3O2S5, with properties calculated with ωB97M-V/def2-TZVPD.

Summary:
- HOMO-LUMO gap (spin up / spin down): 3.08 / 3.11 eV
- Maximum force: 2.3 eV Å⁻¹
- M: 629.50 g mol⁻¹
- LUMO level (spin up / spin down): -12.442 / -12.423 eV
- Total energy: -152483.430 eV

Structure (ORCA input):
```
! RIJCOSX wB97M-V def2-TZVPD def2/J DEFGRID3
* xyz 3 1
Mo 0.87 -0.34 -0.10
Br 1.00 -0.99 -2.75
S -0.79 -4.70 0.63
S 2.70 -1.34 0.21
S 4.86 1.19 2.11
S 1.84 1.54 1.46
S 0.60 -3.82 -1.75
O -2.56 -3.02 3.38
O -0.32 -0.06 1.39
N -0.98 -2.19 1.38
N 0.98 1.35 -1.51
N -0.24 -2.14 0.21
C 1.00 3.58 -2.39
C 0.71 -5.61 -1.41
C 0.90 2.69 -1.33
C -1.49 0.41 3.91
C -2.38 -1.85 3.91
C -1.60 -0.82 3.27
C 3.40 1.31 1.77
C -2.11 0.64 5.13
C 0.92 5.06 -2.15
C -0.54 -5.97 -0.64
C 1.11 0.90 -2.76
C -2.86 -0.38 5.76
C 1.24 1.68 -3.87
C -0.14 -3.40 -0.28
C 1.19 3.05 -3.67
C -3.00 -1.60 5.16
C -0.97 -1.05 1.99
H -0.92 1.20 3.43
H 1.35 1.25 -4.86
H 0.76 3.05 -0.33
H 0.78 -6.11 -2.37
H -2.11 -3.08 2.50
H 0.10 5.30 -1.47
H 1.28 3.72 -4.52
H -3.33 -0.19 6.71
H 0.77 5.60 -3.08
H -3.57 -2.40 5.61
H -0.43 -6.92 -0.13
H -2.01 1.60 5.62
H 1.84 5.42 -1.69
H 1.62 -5.78 -0.84
H -1.43 -6.00 -1.27
*
```

8.
Below is a gas-phase ion, C2H6NO4S (charge -1), with properties calculated with ωB97M-V/def2-TZVPD.

Summary:
- HOMO-LUMO gap (spin up / spin down): 4.72 / 7.64 eV
- Maximum force: 4.4 eV Å⁻¹
- M: 140.14 g mol⁻¹
- LUMO level (spin up / spin down): 4.075 / 3.290 eV
- Total energy: -22680.105 eV

Structure (ORCA input):
```
! RIJCOSX wB97M-V def2-TZVPD def2/J DEFGRID3
* xyz -1 3
S 1.16 0.38 0.12
O 2.24 -1.79 -0.57
O 1.48 -0.37 1.32
O 2.10 -0.54 -1.13
O 1.72 1.69 -0.14
N -1.24 1.24 -0.85
C -0.67 0.79 0.31
C -1.39 -0.51 0.72
H -0.64 -1.20 0.94
H -1.55 0.65 -1.54
H -1.20 2.19 -1.10
H 2.07 -1.44 0.34
H -1.98 -0.14 1.61
H -2.09 -0.95 -0.02
*
```

9.
Below is a gas-phase ion, C2H4NO4S2 (charge -1), with properties calculated with ωB97M-V/def2-TZVPD.

Summary:
- SMILES: O=[S@@]12=S3([O-])(OCCN13)O2
- HOMO-LUMO gap: 8.39 eV
- Maximum force: 4.7 eV Å⁻¹
- M: 170.19 g mol⁻¹
- LUMO level: 3.836 eV
- Total energy: -33488.532 eV

Structure (ORCA input):
```
! RIJCOSX wB97M-V def2-TZVPD def2/J DEFGRID3
* xyz -1 1
S 2.17 -0.24 -0.41
S 0.23 1.30 -0.95
O 2.73 -1.51 -0.86
O 0.57 2.17 0.12
O -1.57 0.98 -0.53
O 2.18 0.80 -1.54
N 0.45 -0.38 -0.56
C -1.69 -0.03 0.38
C -0.30 -0.64 0.66
H 0.03 -0.11 1.51
H -2.27 -0.92 -0.06
H -0.38 -1.84 0.80
H -2.15 0.42 1.44
*
```

10.
Below is 2 unconnected molecules or ions with the total composition H5NO, with properties calculated with ωB97M-V/def2-TZVPD.

Summary:
- SMILES: N.O
- HOMO-LUMO gap: 10.64 eV
- Maximum force: 3.3 eV Å⁻¹
- M: 35.05 g mol⁻¹
- LUMO level: 0.748 eV
- Total energy: -3618.092 eV

Structure (ORCA input):
```
! RIJCOSX wB97M-V def2-TZVPD def2/J DEFGRID3
* xyz 0 1
O -1.26 0.18 0.97
N 0.54 0.17 -0.47
H 0.73 0.18 -1.47
H 1.35 0.59 -0.01
H -1.10 -0.79 0.99
H 0.51 -0.81 -0.17
H -0.77 0.49 0.17
*
```

11.
Below is a molecular structure, C57H48AsN4O2P2S2SeTeTl, with properties calculated with ωB97M-V/def2-TZVPD.

Summary:
- HOMO-LUMO gap: 5.45 eV
- Maximum force: 1.9 eV Å⁻¹
- M: 1432.98 g mol⁻¹
- LUMO level: 3.708 eV
- Total energy: -248359.052 eV

Structure (ORCA input):
```
! RIJCOSX wB97M-V def2-TZVPD def2/J DEFGRID3
* xyz -2 1
Tl 1.13 -0.53 0.53
Te 0.36 3.69 -3.27
Se 5.26 -4.61 -1.16
As -1.09 -2.17 2.42
S 2.56 -3.27 1.48
S 2.64 1.28 2.26
P -0.72 1.02 -1.58
P 2.00 1.09 -1.80
O 1.50 -3.12 2.51
O -0.29 0.69 2.31
N -0.41 -2.37 -1.84
N 2.83 -1.34 -1.70
N 0.39 2.09 -7.96
N 0.10 1.64 3.10
C 3.73 3.19 -2.02
C 1.43 2.00 3.19
C -0.31 4.16 1.06
C 1.45 2.36 -5.83
C -2.15 -3.73 3.09
C -4.87 0.57 2.90
C -2.84 -0.41 3.73
C -3.95 0.41 3.92
C 0.39 -1.72 4.97
C 4.27 1.42 -3.53
C -2.68 -1.06 2.50
C -4.01 1.86 -4.69
C 4.84 3.90 -2.42
C -2.24 2.32 0.35
C -2.28 0.50 -3.74
C -4.70 -0.06 1.68
C -0.73 3.23 -6.18
C -2.14 1.38 -2.67
C -1.58 4.24 1.61
C -2.01 -4.30 4.35
C -3.11 -4.26 2.23
C 3.32 -2.63 -1.92
C 2.66 -3.57 -2.80
C 0.55 1.58 -2.75
C -0.88 -1.73 -0.98
C -0.82 2.28 3.84
C -1.00 2.28 -0.28
C -1.74 -0.62 4.66
C -3.92 -5.30 2.63
C -1.59 -0.02 5.90
C 1.76 -0.84 -3.89
C -0.03 3.19 0.11
C 5.39 2.13 -3.93
C -2.83 -5.35 4.75
C 0.83 3.69 4.83
C -2.95 2.51 -2.64
C -3.89 2.74 -3.63
C -3.59 -0.88 1.48
C 4.36 -2.98 -1.14
C 2.09 -4.82 0.63
C -0.66 2.74 -7.47
C -3.20 0.74 -4.74
C 2.24 -0.58 -2.54
C 1.84 -3.33 -3.84
C -0.51 3.31 4.70
C 1.53 -2.05 -4.44
C 3.42 1.95 -2.56
C 1.42 1.91 -7.14
C -0.46 -0.27 6.67
C 0.52 -1.13 6.21
C 0.35 3.04 -5.32
C -0.73 -1.47 4.19
C 1.77 3.02 4.09
C 3.98 -3.98 2.40
C -2.54 3.31 1.26
C -3.79 -5.85 3.90
C 5.68 3.37 -3.38
H -1.61 3.76 -5.84
H -4.51 3.63 -3.59
H 0.21 -2.74 -2.54
H -1.49 2.87 -8.15
H 2.93 -5.17 0.03
H -4.73 2.06 -5.47
H 5.05 4.87 -1.98
H -4.09 0.94 4.85
H 1.44 0.05 -4.42
H -1.29 3.79 5.25
H 4.40 -3.18 3.01
H -3.52 3.35 1.71
H 2.87 -4.61 -2.55
H 0.96 3.14 -0.32
H -1.79 5.01 2.34
H 6.57 3.90 -3.68
H 1.81 -5.55 1.38
H -1.83 1.94 3.69
H 4.07 0.45 -3.96
H 2.32 2.19 -5.22
H 2.82 3.27 4.16
H -2.33 0.68 6.27
H 3.63 -4.79 3.04
H 4.71 -4.33 1.68
H -2.85 3.23 -1.83
H -3.20 -3.83 1.24
H 4.76 -2.26 -0.44
H -2.71 -5.77 5.74
H 1.15 -2.37 4.57
H -3.41 -1.34 0.52
H -1.26 -3.92 5.03
H 2.27 1.39 -7.56
H -0.36 0.21 7.64
H 1.11 4.49 5.49
H -5.73 1.21 3.05
H 1.40 -1.32 6.81
H -5.40 0.11 0.87
H 6.05 1.70 -4.68
H 0.46 4.86 1.35
H 3.10 3.59 -1.23
H -3.28 0.06 -5.58
H 1.42 -4.18 -4.36
H 1.07 -2.10 -5.42
H -4.67 -5.70 1.95
H 1.24 -4.60 -0.01
H -1.64 -0.37 -3.78
H -4.44 -6.65 4.21
H -2.98 1.56 0.10
*
```

12.
Below is a molecular structure, CH3FHgO, with properties calculated with ωB97M-V/def2-TZVPD.

Summary:
- HOMO-LUMO gap: 8.41 eV
- Maximum force: 10.5 eV Å⁻¹
- M: 250.62 g mol⁻¹
- LUMO level: -0.890 eV
- Total energy: -10020.600 eV

Structure (ORCA input):
```
! RIJCOSX wB97M-V def2-TZVPD def2/J DEFGRID3
* xyz 0 1
Hg 2.03 0.30 0.16
F 2.02 2.08 0.08
O 0.57 -0.67 0.12
C -0.84 -0.44 -0.04
H -1.32 -0.18 0.92
H -1.40 -1.34 -0.35
H -1.05 0.25 -0.88
*
```

Question: Among the records above, which one has the lowest total energy?
Answer: C57H48AsN4O2P2S2SeTeTl

Question: Look up the total energy of the twelfth one.
Answer: -10020.600 eV

Question: What is the formula in the second record?
Answer: C22H30F5N2OP2RhS